# 1
A 2-piece molecular cluster, C7H8N2O2S overall at a distorted geometry. Source: the Open Molecules 2025 dataset; level of theory: ωB97M-V/def2-TZVPD.

The total energy is -25295.762 eV. As for the HOMO energy: -0.380 Eh. The value obtained for the molar mass is 184.2 u. For the energy above the lowest of the compared OMol25 structures with the same formula, charge and spin, the calculation gives 387.77 kJ/mol.

Each atom is followed by the atoms it is bonded to, with distances in Å.
Geometry (Å):
1 C 2.63 0.45 0.51  N8 1.155, H20 1.075
2 C -0.90 2.04 -0.35  C3 1.325, C4 1.372, H13 1.103
3 C -0.49 1.36 -1.41  C2 1.325, C5 1.383, H14 1.080
4 C -0.85 1.53 0.92  C2 1.372, C6 1.368, H15 1.098
5 C -0.11 0.04 -1.24  C3 1.383, C7 1.392, H16 1.070
6 C -0.48 0.23 1.13  C4 1.368, C7 1.413, H17 1.049
7 C -0.09 -0.55 0.02  C5 1.392, C6 1.413, S12 1.755
8 N 2.87 1.37 -0.14  C1 1.155
9 N 1.25 -2.28 1.77  S12 1.580, H19 0.941
10 O -0.67 -3.05 0.11  S12 1.678, H18 0.955
11 O 1.56 -2.64 -0.75  S12 1.462
12 S 0.70 -2.09 0.30  C7 1.755, N9 1.580, O10 1.678, O11 1.462
13 H -1.47 2.97 -0.51  C2 1.103
14 H -0.73 1.85 -2.34  C3 1.080
15 H -1.21 2.18 1.73  C4 1.098
16 H 0.32 -0.48 -2.07  C5 1.070
17 H -0.43 -0.10 2.13  C6 1.049
18 H -0.50 -3.83 0.64  O10 0.955
19 H 2.06 -2.76 1.67  N9 0.941
20 H 2.25 -0.42 1.01  C1 1.075

# 2
A 21-piece molecular cluster, C13H59I2NO23 overall at a distorted geometry. Source: the Open Molecules 2025 dataset; level of theory: ωB97M-V/def2-TZVPD.

The total energy is -79223.046 eV. As for the HOMO energy: -0.325 Eh. The value obtained for the molar mass is 851.4 u.

Each atom is followed by the atoms it is bonded to, with distances in Å.
Geometry (Å):
1 C -4.08 2.05 1.37  C2 1.509, H20 1.085, H21 1.082, H22 1.079
2 C -3.40 0.76 0.96  C1 1.509, O3 1.232, N4 1.380
3 O -3.93 -0.04 0.20  C2 1.232
4 N -2.13 0.59 1.48  C2 1.380, C5 1.478, H23 1.009
5 C -1.64 -0.81 1.44  N4 1.478, C6 1.513, H24 1.079, H25 1.089
6 C -1.11 -1.23 0.09  C5 1.513, C7 1.541, H26 1.082, H27 1.078
7 C -0.03 -0.33 -0.53  C6 1.541, C8 1.522, H28 1.086, H29 1.087
8 C 0.79 0.50 0.45  C7 1.522, C9 1.535, H30 1.084, H31 1.085
9 C 2.05 1.12 -0.17  C8 1.535, C10 1.535, C14 1.530, H32 1.085
10 C 2.51 2.29 0.72  C9 1.535, O11 1.449, H33 1.089, H34 1.076
11 O 3.53 2.92 -0.09  C10 1.449, C12 1.343
12 C 3.31 2.63 -1.38  O11 1.343, O13 1.217, C14 1.545
13 O 4.08 2.89 -2.28  C12 1.217
14 C 1.92 1.95 -1.45  C9 1.530, C12 1.545, C15 1.480, H35 1.087
15 C 1.60 1.34 -2.75  C14 1.480, I16 2.114, C17 1.333
16 I 2.74 -0.36 -3.25  C15 2.114
17 C 0.68 1.78 -3.62  C15 1.333, C18 1.499, I19 2.123
18 C 0.33 1.17 -4.94  C17 1.499, H36 1.080, H37 1.087, H38 1.084
19 I -0.45 3.52 -3.20  C17 2.123
20 H -3.59 2.45 2.26  C1 1.085
21 H -3.99 2.79 0.59  C1 1.082
22 H -5.12 1.86 1.59  C1 1.079
23 H -2.08 0.92 2.43  N4 1.009
24 H -0.90 -1.02 2.21  C5 1.079
25 H -2.49 -1.45 1.66  C5 1.089
26 H -0.68 -2.22 0.19  C6 1.082
27 H -1.91 -1.33 -0.63  C6 1.078
28 H 0.67 -0.97 -1.06  C7 1.086
29 H -0.45 0.34 -1.28  C7 1.087
30 H 0.18 1.32 0.81  C8 1.084
31 H 1.09 -0.07 1.32  C8 1.085
32 H 2.86 0.40 -0.17  C9 1.085
33 H 1.75 3.06 0.85  C10 1.089
34 H 2.80 2.05 1.73  C10 1.076
35 H 1.25 2.75 -1.15  C14 1.087
36 H 0.47 0.10 -4.94  C18 1.080
37 H -0.73 1.36 -5.11  C18 1.087
38 H 0.87 1.66 -5.75  C18 1.084
39 O -0.20 -3.29 2.45  H40 0.965, H41 0.963
40 H 0.72 -3.28 2.75  O39 0.965
41 H -0.57 -4.08 2.84  O39 0.963
42 O 0.51 7.28 -3.77  H43 0.962, H44 0.961
43 H 0.40 6.36 -3.52  O42 0.962
44 H 1.46 7.42 -3.76  O42 0.961
45 O 3.74 0.05 -6.88  H46 0.961, H47 0.968
46 H 3.89 0.82 -6.32  O45 0.961
47 H 4.50 -0.52 -6.69  O45 0.968
48 O 5.18 -2.32 -6.17  H49 0.968, H50 0.962
49 H 4.30 -2.73 -6.07  O48 0.968
50 H 5.79 -3.05 -6.10  O48 0.962
51 O -3.30 5.39 -5.38  H52 0.965, H53 0.962
52 H -3.14 6.16 -4.82  O51 0.965
53 H -2.55 4.81 -5.21  O51 0.962
54 O -3.19 -3.73 3.32  H55 0.960, H56 0.963
55 H -3.30 -2.78 3.24  O54 0.960
56 H -4.07 -4.09 3.14  O54 0.963
57 O -3.59 -3.18 -0.29  H58 0.969, H59 0.961
58 H -3.68 -2.22 -0.32  O57 0.969
59 H -4.48 -3.52 -0.45  O57 0.961
60 O 3.07 -3.80 -4.77  H61 0.962, H62 0.964
61 H 3.40 -3.91 -3.87  O60 0.962
62 H 2.13 -3.63 -4.66  O60 0.964
63 O 1.81 -2.73 4.93  H64 0.963, H65 0.964
64 H 2.13 -2.77 5.83  O63 0.963
65 H 0.86 -2.55 5.03  O63 0.964
66 O 1.07 1.96 3.30  H67 0.964, H68 0.962
67 H 1.48 1.85 4.16  O66 0.964
68 H 0.16 2.19 3.50  O66 0.962
69 O -0.58 -2.85 6.78  H70 0.963, H71 0.964
70 H -0.26 -2.89 7.68  O69 0.963
71 H -1.52 -2.67 6.86  O69 0.964
72 O 3.47 -4.35 6.75  H73 0.961, H74 0.963
73 H 4.15 -4.86 7.19  O72 0.961
74 H 3.67 -4.42 5.81  O72 0.963
75 O -6.10 -4.16 2.04  H76 0.965, H77 0.963
76 H -5.96 -3.34 1.55  O75 0.965
77 H -7.03 -4.38 1.88  O75 0.963
78 O -3.58 8.63 -5.19  H79 0.961, H80 0.963
79 H -3.04 9.30 -5.63  O78 0.961
80 H -4.04 8.19 -5.90  O78 0.963
81 O -0.84 -1.79 -3.28  H82 0.962, H83 0.962
82 H -1.00 -0.84 -3.28  O81 0.962
83 H -1.70 -2.17 -3.50  O81 0.962
84 O 7.25 2.97 -2.88  H85 0.960, H86 0.964
85 H 7.63 2.86 -2.01  O84 0.960
86 H 6.32 3.17 -2.72  O84 0.964
87 O -0.50 0.14 7.70  H88 0.971, H89 0.964
88 H -0.18 0.13 8.62  O87 0.971
89 H -0.41 -0.76 7.39  O87 0.964
90 O -6.39 -2.57 4.57  H91 0.961, H92 0.968
91 H -6.89 -1.81 4.27  O90 0.961
92 H -6.26 -3.11 3.77  O90 0.968
93 O 5.47 -4.36 -8.24  H94 0.965, H95 0.961
94 H 5.33 -3.40 -8.23  O93 0.965
95 H 4.61 -4.73 -8.45  O93 0.961
96 O -0.79 0.33 10.45  H97 0.962, H98 0.961
97 H -0.43 0.33 11.35  O96 0.962
98 H -1.73 0.52 10.57  O96 0.961

| no. | gap between HOMO and LUMO (eV) |
| --- | --- |
| 1 | 10.194 |
| 2 | 8.651 |